The following is a quantum chemistry calculation of a cluster of 2 separate species, C2H2Cl2P in total at a distorted geometry, from the OMol25 dataset.

Geometry as ORCA input:
```
! RIJCOSX wB97M-V def2-TZVPD def2/J DEFGRID3
* xyz 1 1
C 0.19 -0.49 1.04
C 0.37 -1.60 0.58
P -0.18 0.62 2.26
Cl -0.73 2.30 1.50
Cl -0.04 0.22 -2.77
H -0.34 1.45 -2.73
H 0.73 -2.51 0.12
*
```

Results
Largest force on an atom (eV Å⁻¹): 1.12
DFT total energy (eV): -36429.48698
Kohn-Sham gap (eV): 6.658



The following is a quantum chemistry calculation of a structure of composition C5H4N2O at a distorted geometry, from the OMol25 dataset.

Geometry as ORCA input:
```
! RIJCOSX wB97M-V def2-TZVPD def2/J DEFGRID3
* xyz 0 1
C -1.00 -1.05 1.55
C -0.78 0.12 -0.08
C -0.39 1.00 -1.09
C 1.51 -0.46 0.29
C 0.14 -0.57 0.59
H -0.98 -0.62 2.56
H -1.39 -2.13 1.56
H -1.04 1.56 -1.84
H 2.28 -0.96 0.73
N 0.91 1.12 -1.37
N 1.90 0.39 -0.73
O -1.92 -0.34 0.52
*
```

Results
Largest force on an atom (eV Å⁻¹): 4.81
DFT total energy (eV): -10273.80628
Kohn-Sham gap (eV): 10.277



The following is a quantum chemistry calculation of a cluster of 4 separate species, C38H71ClFN7O5P in total at a distorted geometry, from the OMol25 dataset.

Geometry as ORCA input:
```
! RIJCOSX wB97M-V def2-TZVPD def2/J DEFGRID3
* xyz 1 1
C -7.99 3.11 1.98
C -6.95 1.93 1.48
C -7.31 1.36 -0.05
Cl -8.27 2.53 -1.11
C -6.08 0.56 -0.78
C -6.32 -1.07 -1.09
C -7.68 -1.92 -0.80
O -7.60 -2.73 0.46
N -8.50 -2.12 1.30
O -7.97 -1.86 2.37
C -5.09 -1.99 -1.77
C -5.19 -3.59 -2.08
N -4.35 -4.33 -1.01
C -3.72 -1.16 -2.11
C -2.51 -2.04 -2.82
C -1.56 -2.83 -1.69
O -1.85 -2.68 -0.37
F -0.44 -3.73 -2.05
C -3.59 0.48 -1.78
C -2.12 1.06 -2.18
C -0.88 0.46 -1.23
C 0.26 1.59 -0.88
C 1.02 1.46 0.57
C 2.22 2.46 1.08
C 2.69 3.71 0.09
C 1.96 3.85 -1.37
C 0.74 2.81 -1.87
N -4.76 1.28 -1.16
P -4.42 3.00 -0.96
N -3.12 3.14 0.05
O -4.07 3.63 -2.58
O -5.60 4.06 -0.33
H -8.07 3.01 3.16
H -9.09 2.97 1.58
H -7.58 4.21 1.77
H -5.82 2.27 1.57
H -7.07 1.04 2.27
H -8.15 0.55 0.25
H -7.84 -2.61 -1.76
H -8.67 -1.30 -0.72
H -6.25 -4.06 -2.00
H -4.79 -3.89 -3.16
H -5.03 -4.95 -0.48
H -3.70 -4.98 -1.55
H -1.76 -1.40 -3.45
H -2.90 -2.89 -3.53
H -1.97 2.21 -2.14
H -1.95 0.76 -3.33
H -0.34 -0.34 -1.93
H -1.29 -0.04 -0.24
H 0.72 0.57 1.31
H 2.71 2.24 2.14
H 3.54 4.42 0.51
H 2.32 4.75 -2.07
H 0.25 2.94 -2.94
H -2.88 2.16 0.40
H -3.54 4.48 -2.43
H -5.23 4.50 0.50
C -1.79 -8.81 -6.58
C -1.11 -7.64 -5.88
N -1.02 -7.80 -4.42
C -0.63 -6.56 -3.73
C 0.76 -6.00 -4.02
C -0.36 -9.01 -3.94
C 1.08 -9.27 -4.39
H -2.78 -9.01 -6.15
H -1.92 -8.58 -7.64
H -1.19 -9.73 -6.52
H -1.71 -6.75 -6.10
H -0.13 -7.48 -6.33
H -0.74 -6.70 -2.65
H -1.37 -5.79 -3.98
H 1.54 -6.58 -3.52
H 0.82 -4.98 -3.62
H 0.97 -5.94 -5.09
H -0.96 -9.87 -4.24
H -0.39 -9.03 -2.84
H 1.22 -9.09 -5.46
H 1.34 -10.31 -4.20
H 1.79 -8.65 -3.84
C 1.50 2.80 5.75
C 2.57 3.81 6.16
N 3.22 4.48 5.03
C 4.43 5.21 5.41
C 4.26 6.41 6.35
C 2.33 5.17 4.09
C 1.43 6.26 4.64
H 1.89 2.06 5.05
H 1.13 2.27 6.63
H 0.63 3.29 5.29
H 3.32 3.25 6.72
H 2.13 4.53 6.86
H 4.95 5.55 4.50
H 5.12 4.51 5.88
H 3.83 7.27 5.83
H 5.24 6.71 6.72
H 3.64 6.17 7.22
H 1.70 4.42 3.60
H 2.93 5.59 3.27
H 0.93 5.97 5.57
H 0.64 6.49 3.91
H 1.98 7.19 4.82
C 8.46 2.27 -1.01
C 8.17 2.51 0.47
N 6.78 2.26 0.85
C 6.45 2.77 2.19
C 7.16 2.14 3.38
C 6.26 0.93 0.54
C 6.99 -0.28 1.13
H 7.78 2.84 -1.65
H 9.48 2.58 -1.25
H 8.38 1.21 -1.27
H 8.41 3.57 0.66
H 8.88 1.93 1.06
H 5.37 2.69 2.34
H 6.65 3.85 2.20
H 6.78 1.15 3.60
H 7.00 2.76 4.27
H 8.25 2.08 3.23
H 6.24 0.81 -0.55
H 5.20 0.87 0.84
H 8.08 -0.20 1.02
H 6.68 -1.19 0.61
H 6.76 -0.42 2.18
*
```

Results
Largest force on an atom (eV Å⁻¹): 10.25
DFT total energy (eV): -85723.46704
Kohn-Sham gap (eV): 3.994



The following is a quantum chemistry calculation of a structure of composition C2H3BrO3S at a distorted geometry, from the OMol25 dataset.

Geometry as ORCA input:
```
! RIJCOSX wB97M-V def2-TZVPD def2/J DEFGRID3
* xyz 0 1
C -0.71 -0.55 0.71
C 0.26 -0.60 -0.43
O 0.03 1.93 -1.43
O 1.68 1.61 0.42
O -0.77 0.91 0.74
S 0.52 1.21 -0.29
Br 1.70 -1.75 -0.44
H -1.77 -1.04 0.54
H -0.42 -0.96 1.71
H -0.51 -0.76 -1.54
*
```

Results
Largest force on an atom (eV Å⁻¹): 5.04
DFT total energy (eV): -89140.26746
Kohn-Sham gap (eV): 11.287



The following is a quantum chemistry calculation of a cluster of 2 separate species, C12H14ClN2 in total at a distorted geometry, from the OMol25 dataset.

Geometry as ORCA input:
```
! RIJCOSX wB97M-V def2-TZVPD def2/J DEFGRID3
* xyz 1 1
C -2.55 3.64 2.52
N -1.83 2.56 1.84
C -0.73 2.10 2.42
C 0.00 1.07 1.86
C -0.61 0.45 0.63
C -1.87 0.88 0.10
C -2.50 1.91 0.82
C 0.20 -0.70 -0.05
C 1.33 -1.41 0.56
C 2.08 -2.34 -0.16
N 1.78 -2.55 -1.48
C 0.72 -1.94 -2.03
C -0.11 -1.11 -1.43
C 2.92 -2.80 -2.40
H -3.45 3.23 3.15
H -2.91 4.39 1.79
H -2.10 4.17 3.26
H -0.18 2.64 3.31
H 0.94 0.52 2.31
H -2.41 0.63 -0.71
H -3.51 2.42 0.41
H 1.45 -1.23 1.67
H 3.02 -2.76 0.28
H 0.26 -2.21 -2.97
H -0.96 -0.82 -2.11
H 2.60 -3.44 -3.35
H 3.74 -3.39 -1.84
H 3.27 -1.94 -2.96
Cl 1.41 -1.98 -5.45
*
```

Results
Largest force on an atom (eV Å⁻¹): 6.52
DFT total energy (eV): -28162.29599
Kohn-Sham gap (eV): 3.065